[1]
The following is a quantum chemistry calculation of a cluster of 9 separate species, C16H42BF4N2O6 in total in a non-equilibrium geometry, from the Open Molecules 2025 dataset.

```
71
Properties=species:S:1:pos:R:3
B -0.664 -0.451 -0.798
F 0.579 -0.266 -0.278
F -1.569 0.149 -0.019
F -0.788 0.288 -2.001
F -0.955 -1.790 -0.918
C 3.869 -1.278 -1.648
C 3.862 -0.472 -2.937
N 3.905 0.209 -3.835
H 4.284 -2.273 -1.510
H 4.270 -0.492 -0.921
H 2.838 -1.290 -1.260
C 0.848 -1.146 -4.189
C 0.798 -0.681 -5.606
N 0.798 -0.375 -6.778
H 1.550 -1.831 -4.268
H 0.911 -0.030 -3.613
H -0.025 -1.597 -3.722
C -0.194 1.642 3.855
C -1.624 1.774 3.312
O -1.629 2.786 2.281
H 0.078 0.762 4.659
H 0.159 2.621 4.312
H 0.551 1.255 3.065
H -2.392 2.089 4.048
H -1.916 0.958 2.803
H -1.117 2.350 1.663
C 4.884 0.991 3.370
C 4.383 0.001 2.342
O 2.960 -0.184 2.483
H 6.062 1.149 3.238
H 4.826 0.767 4.465
H 4.683 1.978 3.043
H 4.969 -0.912 2.227
H 4.530 0.416 1.336
H 2.621 -0.824 1.845
C 1.448 -3.439 3.046
C 0.435 -2.730 2.096
O 0.941 -2.928 0.848
H 2.352 -2.847 3.078
H 1.309 -4.466 2.560
H 1.159 -3.380 4.081
H 0.279 -1.781 2.574
H -0.522 -3.245 2.149
H 0.355 -2.608 0.162
C -4.174 1.328 -4.778
C -2.651 1.194 -4.718
O -2.584 -0.026 -4.010
H -4.573 0.454 -5.300
H -4.621 2.158 -5.363
H -4.586 1.454 -3.966
H -2.411 2.087 -4.337
H -2.335 0.911 -5.686
H -1.832 -0.148 -3.613
C 0.309 4.445 -0.207
C 0.160 2.976 -0.618
O 0.623 2.202 0.442
H 1.366 4.577 -0.197
H -0.310 4.574 0.705
H 0.011 4.993 -1.122
H 0.872 2.842 -1.389
H -0.959 2.487 -0.804
H 0.626 1.409 -0.058
C -4.991 -2.426 1.846
C -3.650 -1.772 1.637
O -2.935 -2.637 0.719
H -5.129 -3.247 2.565
H -5.510 -2.529 1.044
H -5.460 -1.673 2.374
H -3.219 -1.877 2.570
H -3.812 -0.780 1.299
H -2.297 -1.863 0.315
```

Summary:
HOMO level   -7.16 eV
E_LUMO   2.514 eV
Orbital gap   9.677 eV
Charge   -1

[2]
The following is a quantum chemistry calculation of a cluster of 5 separate species, C16H42F3N4O8 in total in a non-equilibrium geometry, from the Open Molecules 2025 dataset.

```
73
Properties=species:S:1:pos:R:3
C 7.659 -8.105 -8.319
C 6.468 -7.937 -7.412
C 6.010 -6.477 -7.247
O 5.512 -6.061 -8.488
C 4.743 -4.859 -8.490
N 5.312 -8.783 -7.904
H 4.796 -8.393 -8.691
H 5.662 -9.732 -8.070
H 4.671 -8.856 -7.114
H 8.094 -9.087 -8.490
H 8.520 -7.635 -7.826
H 7.590 -7.392 -9.143
H 6.786 -8.341 -6.451
H 6.788 -5.752 -6.988
H 5.279 -6.438 -6.430
H 4.181 -4.844 -9.423
H 5.434 -4.021 -8.607
H 4.056 -4.790 -7.648
C 10.839 -12.949 -8.488
C 10.248 -11.610 -8.929
C 11.227 -10.656 -9.605
O 10.444 -9.509 -9.983
C 10.984 -8.272 -9.503
N 9.224 -11.990 -9.998
H 8.774 -12.873 -9.722
H 8.503 -11.286 -10.120
H 9.763 -12.197 -10.839
H 11.508 -12.799 -7.641
H 11.416 -13.429 -9.278
H 10.053 -13.666 -8.252
H 9.581 -11.093 -8.239
H 11.638 -10.952 -10.574
H 12.092 -10.476 -8.965
H 11.952 -8.131 -9.988
H 10.995 -8.292 -8.413
H 10.378 -7.459 -9.903
C 3.377 -13.186 -9.745
C 2.107 -13.306 -8.900
C 1.086 -14.196 -9.604
O -0.074 -14.303 -8.810
C -1.016 -15.234 -9.326
N 2.436 -13.972 -7.564
H 3.125 -13.402 -7.058
H 1.585 -14.123 -7.024
H 2.931 -14.857 -7.691
H 4.132 -12.528 -9.314
H 3.193 -12.884 -10.774
H 3.905 -14.140 -9.814
H 1.500 -12.449 -8.612
H 1.480 -15.161 -9.940
H 0.788 -13.668 -10.517
H -1.424 -15.112 -10.334
H -1.917 -15.131 -8.723
H -0.484 -16.180 -9.194
N 6.393 -12.667 -7.702
O 6.681 -11.444 -7.776
O 5.378 -13.034 -7.069
O 7.131 -13.520 -8.222
C 9.456 -17.097 -10.998
O 8.446 -16.273 -11.719
O 10.103 -17.651 -12.027
C 10.230 -16.266 -9.941
F 10.829 -15.195 -10.572
F 9.359 -15.708 -9.045
F 11.182 -16.864 -9.252
C 7.405 -15.686 -10.964
C 6.293 -15.261 -11.934
H 5.918 -16.158 -12.430
H 5.432 -14.826 -11.418
H 6.671 -14.569 -12.686
H 7.778 -14.814 -10.406
H 7.002 -16.378 -10.215
H 8.869 -17.896 -10.512
```

Summary:
HOMO level   -6.89 eV
E_LUMO   -3.391 eV
Orbital gap   3.502 eV
Charge   +1

[3]
The following is a quantum chemistry calculation of a structure of composition C16H42F3O22P4SZn in a non-equilibrium geometry, from the Open Molecules 2025 dataset.

```
89
Properties=species:S:1:pos:R:3
Zn 0.095 0.193 -0.897
C -3.027 2.673 -3.069
F -3.409 3.203 -4.271
F -2.584 3.637 -2.259
F -4.104 2.012 -2.587
S -1.600 1.368 -3.494
O -0.716 2.045 -4.495
O -0.850 1.180 -2.232
O -2.186 0.104 -4.018
C -3.209 -3.706 0.993
O -2.558 -2.563 0.518
P -1.983 -2.584 -0.960
O -1.046 -1.452 -1.264
O -3.400 -2.711 -1.777
C -4.105 -1.488 -1.985
O -1.315 -4.090 -1.082
C -0.783 -4.554 -2.264
H -3.917 -4.161 0.301
H -3.852 -3.311 1.780
H -2.474 -4.392 1.415
H -3.976 -1.246 -3.039
H -3.770 -0.639 -1.390
H -5.176 -1.648 -1.856
H -0.761 -3.738 -2.986
H -1.365 -5.367 -2.699
H 0.217 -4.888 -1.988
C 0.389 -3.621 3.228
O 0.400 -2.983 2.023
P 1.465 -1.767 1.688
O 1.053 -0.938 0.526
O 2.859 -2.543 1.622
C 4.050 -1.835 1.965
O 1.488 -1.085 3.155
C 1.794 0.278 3.496
H 1.361 -3.652 3.720
H 0.115 -4.615 2.873
H -0.439 -3.253 3.834
H 3.982 -0.748 1.919
H 4.920 -2.211 1.426
H 4.101 -1.834 3.054
H 0.936 0.662 4.047
H 1.986 0.821 2.570
H 2.654 0.234 4.164
C 1.978 4.339 1.464
O 2.251 4.070 0.138
P 2.484 2.618 -0.418
O 1.311 1.694 -0.218
O 2.774 2.888 -1.921
C 1.802 3.556 -2.724
O 3.915 2.173 0.166
C 5.025 2.943 -0.198
H 2.183 3.597 2.236
H 0.948 4.672 1.596
H 2.465 5.306 1.586
H 2.231 4.523 -2.989
H 0.840 3.622 -2.215
H 1.692 2.909 -3.594
H 5.230 2.585 -1.207
H 5.892 2.676 0.408
H 4.746 3.996 -0.156
C -2.893 -0.542 4.058
O -2.100 -0.562 2.882
P -1.961 0.775 1.931
O -1.338 0.590 0.576
O -3.436 1.457 1.889
C -4.496 0.982 1.093
O -1.113 1.829 2.872
C -1.654 2.387 3.994
H -3.560 -1.401 4.126
H -3.426 0.353 4.379
H -2.183 -0.673 4.874
H -5.406 1.526 1.344
H -4.752 -0.058 1.299
H -4.253 1.052 0.033
H -1.345 1.676 4.761
H -2.737 2.499 3.935
H -1.263 3.376 4.233
C 0.532 -1.254 -4.658
O 1.873 -1.036 -4.330
C 2.282 -0.643 -3.161
O 1.546 -0.406 -2.179
O 3.648 -0.709 -3.239
C 4.391 -0.165 -2.178
H 0.026 -1.753 -3.832
H 0.529 -1.820 -5.590
H 0.064 -0.304 -4.916
H 4.298 -0.714 -1.241
H 4.309 0.911 -2.025
H 5.388 -0.327 -2.587
```

Summary:
HOMO level (spin up / spin down)   -15.44 / -15.44 eV
E_LUMO (spin up / spin down)   -4.375 / -10.946 eV
Orbital gap (spin up / spin down)   11.066 / 4.495 eV
Spin multiplicity   2
Charge   +2
⟨S²⟩   0.767

Please write out number 1 again, unchanged.
The following is a quantum chemistry calculation of a cluster of 9 separate species, C16H42BF4N2O6 in total in a non-equilibrium geometry, from the Open Molecules 2025 dataset.

```
71
Properties=species:S:1:pos:R:3
B -0.664 -0.451 -0.798
F 0.579 -0.266 -0.278
F -1.569 0.149 -0.019
F -0.788 0.288 -2.001
F -0.955 -1.790 -0.918
C 3.869 -1.278 -1.648
C 3.862 -0.472 -2.937
N 3.905 0.209 -3.835
H 4.284 -2.273 -1.510
H 4.270 -0.492 -0.921
H 2.838 -1.290 -1.260
C 0.848 -1.146 -4.189
C 0.798 -0.681 -5.606
N 0.798 -0.375 -6.778
H 1.550 -1.831 -4.268
H 0.911 -0.030 -3.613
H -0.025 -1.597 -3.722
C -0.194 1.642 3.855
C -1.624 1.774 3.312
O -1.629 2.786 2.281
H 0.078 0.762 4.659
H 0.159 2.621 4.312
H 0.551 1.255 3.065
H -2.392 2.089 4.048
H -1.916 0.958 2.803
H -1.117 2.350 1.663
C 4.884 0.991 3.370
C 4.383 0.001 2.342
O 2.960 -0.184 2.483
H 6.062 1.149 3.238
H 4.826 0.767 4.465
H 4.683 1.978 3.043
H 4.969 -0.912 2.227
H 4.530 0.416 1.336
H 2.621 -0.824 1.845
C 1.448 -3.439 3.046
C 0.435 -2.730 2.096
O 0.941 -2.928 0.848
H 2.352 -2.847 3.078
H 1.309 -4.466 2.560
H 1.159 -3.380 4.081
H 0.279 -1.781 2.574
H -0.522 -3.245 2.149
H 0.355 -2.608 0.162
C -4.174 1.328 -4.778
C -2.651 1.194 -4.718
O -2.584 -0.026 -4.010
H -4.573 0.454 -5.300
H -4.621 2.158 -5.363
H -4.586 1.454 -3.966
H -2.411 2.087 -4.337
H -2.335 0.911 -5.686
H -1.832 -0.148 -3.613
C 0.309 4.445 -0.207
C 0.160 2.976 -0.618
O 0.623 2.202 0.442
H 1.366 4.577 -0.197
H -0.310 4.574 0.705
H 0.011 4.993 -1.122
H 0.872 2.842 -1.389
H -0.959 2.487 -0.804
H 0.626 1.409 -0.058
C -4.991 -2.426 1.846
C -3.650 -1.772 1.637
O -2.935 -2.637 0.719
H -5.129 -3.247 2.565
H -5.510 -2.529 1.044
H -5.460 -1.673 2.374
H -3.219 -1.877 2.570
H -3.812 -0.780 1.299
H -2.297 -1.863 0.315
```

Summary:
HOMO level   -7.16 eV
E_LUMO   2.514 eV
Orbital gap   9.677 eV
Charge   -1

Repeat the first record exactly.
The following is a quantum chemistry calculation of a cluster of 9 separate species, C16H42BF4N2O6 in total in a non-equilibrium geometry, from the Open Molecules 2025 dataset.

```
71
Properties=species:S:1:pos:R:3
B -0.664 -0.451 -0.798
F 0.579 -0.266 -0.278
F -1.569 0.149 -0.019
F -0.788 0.288 -2.001
F -0.955 -1.790 -0.918
C 3.869 -1.278 -1.648
C 3.862 -0.472 -2.937
N 3.905 0.209 -3.835
H 4.284 -2.273 -1.510
H 4.270 -0.492 -0.921
H 2.838 -1.290 -1.260
C 0.848 -1.146 -4.189
C 0.798 -0.681 -5.606
N 0.798 -0.375 -6.778
H 1.550 -1.831 -4.268
H 0.911 -0.030 -3.613
H -0.025 -1.597 -3.722
C -0.194 1.642 3.855
C -1.624 1.774 3.312
O -1.629 2.786 2.281
H 0.078 0.762 4.659
H 0.159 2.621 4.312
H 0.551 1.255 3.065
H -2.392 2.089 4.048
H -1.916 0.958 2.803
H -1.117 2.350 1.663
C 4.884 0.991 3.370
C 4.383 0.001 2.342
O 2.960 -0.184 2.483
H 6.062 1.149 3.238
H 4.826 0.767 4.465
H 4.683 1.978 3.043
H 4.969 -0.912 2.227
H 4.530 0.416 1.336
H 2.621 -0.824 1.845
C 1.448 -3.439 3.046
C 0.435 -2.730 2.096
O 0.941 -2.928 0.848
H 2.352 -2.847 3.078
H 1.309 -4.466 2.560
H 1.159 -3.380 4.081
H 0.279 -1.781 2.574
H -0.522 -3.245 2.149
H 0.355 -2.608 0.162
C -4.174 1.328 -4.778
C -2.651 1.194 -4.718
O -2.584 -0.026 -4.010
H -4.573 0.454 -5.300
H -4.621 2.158 -5.363
H -4.586 1.454 -3.966
H -2.411 2.087 -4.337
H -2.335 0.911 -5.686
H -1.832 -0.148 -3.613
C 0.309 4.445 -0.207
C 0.160 2.976 -0.618
O 0.623 2.202 0.442
H 1.366 4.577 -0.197
H -0.310 4.574 0.705
H 0.011 4.993 -1.122
H 0.872 2.842 -1.389
H -0.959 2.487 -0.804
H 0.626 1.409 -0.058
C -4.991 -2.426 1.846
C -3.650 -1.772 1.637
O -2.935 -2.637 0.719
H -5.129 -3.247 2.565
H -5.510 -2.529 1.044
H -5.460 -1.673 2.374
H -3.219 -1.877 2.570
H -3.812 -0.780 1.299
H -2.297 -1.863 0.315
```

Summary:
HOMO level   -7.16 eV
E_LUMO   2.514 eV
Orbital gap   9.677 eV
Charge   -1

Q: Which value of charge does entry 3 give?
A: +2

Q: Look up the charge of the third one.
A: +2